Entry 1:
Density functional theory data (wB97M-V/def2-TZVPD) for a 4-piece molecular cluster, C12H28N4O4 overall at a distorted geometry.

Bonds (Å) are listed after each position.
Positions of all 48 atoms, in Å:
1 O -2.10 -3.55 -5.20  C9 1.221
2 C 1.11 -3.21 -0.25  H17 1.090, N30 1.483, H37 1.090, H39 1.090
3 C -2.69 1.42 -1.88  H6 1.090, H24 1.090, H27 1.090, N41 1.467
4 C 0.82 6.52 8.67  N12 1.476, H15 1.090, H16 1.090, H33 1.090
5 C 2.34 6.50 6.85  H7 1.101, N12 1.291, O23 1.224
6 H -2.05 1.32 -2.75  C3 1.090
7 H 2.60 7.44 7.37  C5 1.101
8 H -0.88 -6.06 -0.40  C20 1.090
9 C -1.50 -3.03 -6.12  O1 1.221, H13 1.101, N36 1.371
10 H -0.08 4.23 7.71  C18 1.090
11 H -0.52 3.22 -2.02  C38 1.090
12 N 1.27 5.99 7.37  C4 1.476, C5 1.291, C18 1.442
13 H -1.77 -2.19 -6.78  C9 1.101
14 H -0.03 -1.75 -7.93  C21 1.090
15 H -0.15 6.12 8.95  C4 1.090
16 H 0.72 7.60 8.57  C4 1.090
17 H 0.73 -2.95 -1.24  C2 1.090
18 C 0.57 4.78 7.03  H10 1.090, N12 1.442, H34 1.090, H45 1.090
19 H -1.05 -4.82 0.86  C20 1.090
20 C -0.62 -5.05 -0.11  H8 1.090, H19 1.090, N30 1.445, H44 1.090
21 C 0.59 -2.48 -7.41  H14 1.090, N36 1.522, H40 1.090, H48 1.090
22 O -1.35 2.47 1.33  C46 1.271
23 O 2.91 6.09 5.85  C5 1.224
24 H -3.50 2.14 -1.97  C3 1.090
25 H -0.08 1.60 -2.11  C38 1.090
26 C 0.51 -4.41 -5.73  H28 1.090, H29 1.090, N36 1.459, H43 1.090
27 H -3.13 0.51 -1.45  C3 1.090
28 H 0.44 -5.04 -6.61  C26 1.090
29 H -0.10 -4.65 -4.86  C26 1.090
30 N 0.77 -4.65 -0.09  C2 1.483, C20 1.445, C32 1.303
31 H 2.67 -5.13 0.40  C32 1.101
32 C 1.66 -5.53 0.24  N30 1.303, H31 1.101, O35 1.276
33 H 1.45 6.34 9.55  C4 1.090
34 H -0.21 5.08 6.33  C18 1.090
35 O 1.42 -6.76 0.49  C32 1.276
36 N -0.18 -3.29 -6.37  C9 1.371, C21 1.522, C26 1.459
37 H 2.15 -3.08 0.05  C2 1.090
38 C -0.45 2.33 -1.39  H11 1.090, H25 1.090, N41 1.520, H47 1.090
39 H 0.56 -2.52 0.38  C2 1.090
40 H 1.36 -1.96 -6.84  C21 1.090
41 N -1.81 1.93 -0.83  C3 1.467, C38 1.520, C46 1.345
42 H -3.21 1.75 0.70  C46 1.101
43 H 1.57 -4.25 -5.55  C26 1.090
44 H -1.07 -4.51 -0.95  C20 1.090
45 H 0.97 4.01 6.37  C18 1.090
46 C -2.18 2.06 0.46  O22 1.271, N41 1.345, H42 1.101
47 H 0.34 2.55 -0.68  C38 1.090
48 H 1.21 -3.13 -8.01  C21 1.090

## Properties
* frontier orbital gap: 9.46 eV
* LUMO energy: 0.21 eV
* total charge: 0
* SMILES string: CN(C)C=O.CN(C)C=O.CN(C)C=O.CN(C)C=O

These are the natural (NBO) partial charges, in e, on atoms 1 to 6: O -0.63; C -0.41; C -0.41; C -0.41; C 0.53; H 0.22

***

Entry 2:
Density functional theory data (wB97M-V/def2-TZVPD) for an isolated ion of composition C4H6NO2 and charge -1 at a distorted geometry.

Bonds (Å) are listed after each position.
Positions of all 13 atoms, in Å:
1 O -3.11 -1.41 0.03  C7 1.245
2 H -0.56 -0.33 1.51  C3 1.117
3 C -0.40 -0.12 0.43  H2 1.117, C5 1.562, C6 1.548, N9 1.451
4 O -3.81 0.79 -0.02  C7 1.232
5 C -0.82 1.30 -0.06  C3 1.562, H8 1.211, N9 1.416, H10 1.103
6 C 0.65 -0.92 -0.38  C3 1.548, H11 1.125, H12 1.132, H13 1.166
7 C -3.03 -0.17 -0.01  O1 1.245, O4 1.232, N9 1.533
8 H -0.13 1.70 -0.97  C5 1.211
9 N -1.58 0.15 -0.38  C3 1.451, C5 1.416, C7 1.533
10 H -1.16 2.12 0.60  C5 1.103
11 H 1.44 -0.42 -1.01  C6 1.125
12 H 1.38 -1.41 0.32  C6 1.132
13 H 0.09 -1.69 -1.06  C6 1.166

## Properties
* frontier orbital gap: 8.28 eV
* LUMO energy: 4.11 eV
* total charge: -1
* SMILES string: C[C@H]1CN1C(=O)[O-]

These are the natural (NBO) partial charges, in e, on atoms 1 to 6: O -0.77; H 0.19; C -0.09; O -0.76; C -0.23; C -0.63

***

Entry 3:
Density functional theory data (wB97M-V/def2-TZVPD) for a 2-piece molecular cluster, CH7NS2 overall at a distorted geometry.

Bonds (Å) are listed after each position.
Positions of all 11 atoms, in Å:
1 S 1.22 -0.37 -1.45  S3 2.152, H9 1.316
2 H -0.78 1.76 -0.97  C4 1.138
3 S 1.61 1.34 -0.21  S1 2.152, C4 1.868
4 C -0.09 2.12 -0.14  H2 1.138, S3 1.868, H5 1.163, H7 1.150
5 H 0.19 3.21 -0.43  C4 1.163
6 H -1.24 -2.36 1.37  N11 1.041
7 H -0.63 2.41 0.83  C4 1.150
8 H -0.70 -2.86 -0.10  N11 0.968
9 H 0.59 -0.96 -0.46  S1 1.316
10 H 0.23 -1.76 0.81  N11 0.993
11 N -0.41 -2.52 0.75  H6 1.041, H8 0.968, H10 0.993

## Properties
* frontier orbital gap: 9.21 eV
* LUMO energy: 0.23 eV
* total charge: 0
* SMILES string: CSS.N

These are the natural (NBO) partial charges, in e, on atoms 1 to 6: S -0.11; H 0.25; S 0.08; C -0.79; H 0.22; H 0.37

***

Entry 4:
Density functional theory data (wB97M-V/def2-TZVPD) for a 2-piece molecular cluster, C3H5NO2 overall at a distorted geometry.

Bonds (Å) are listed after each position.
Positions of all 11 atoms, in Å:
1 H -1.59 2.69 -1.22  O4 0.987
2 H 1.07 -0.29 -0.91  C7 1.102
3 C -1.45 -0.21 -0.15  N10 1.207, C11 1.313
4 O -1.35 1.86 -0.73  H1 0.987
5 H -0.52 -0.20 1.68  C11 1.081
6 O 1.92 -0.41 1.01  C7 1.411, H8 0.968
7 C 0.93 -0.76 0.07  H2 1.102, O6 1.411, H9 1.105, C11 1.488
8 H 2.78 -0.65 0.64  O6 0.968
9 H 0.90 -1.86 -0.10  C7 1.105
10 N -2.31 0.15 -0.91  C3 1.207
11 C -0.38 -0.33 0.61  C3 1.313, H5 1.081, C7 1.488

## Properties
* frontier orbital gap (spin up / spin down): 8.64 / 9.10 eV
* LUMO energy (spin up / spin down): -0.91 / -1.24 eV
* total charge: 0

These are the natural (NBO) partial charges, in e, on atoms 1 to 6: H 0.45; H 0.19; C 0.25; O -0.70; H 0.25; O -0.70

***

Entry 5:
Density functional theory data (wB97M-V/def2-TZVPD) for one molecule with the formula C9H17N3S at a distorted geometry.

Bonds (Å) are listed after each position.
Positions of all 30 atoms, in Å:
1 C 0.59 -1.82 -0.89  N8 1.460, N18 1.273, C26 1.507
2 H 1.43 2.22 1.64  C27 1.177
3 H 0.47 0.16 -3.31  N14 1.030
4 S -1.25 -0.64 2.73  C22 1.856, C30 1.849
5 H 1.40 1.59 0.06  C27 1.021
6 H 0.82 3.08 0.12  C27 1.000
7 H -1.31 2.80 -1.07  C16 1.150
8 N 0.03 -1.92 0.46  C1 1.460, C24 1.431, C30 1.360
9 C -0.62 1.79 0.94  C12 1.568, C16 1.568, C22 1.435, C27 1.538
10 H -2.49 2.00 0.09  C16 1.080
11 H -2.12 2.70 2.31  C12 1.021
12 C -1.13 2.74 2.08  C9 1.568, H11 1.021, H17 0.987, H28 1.058
13 H 1.39 -1.33 -3.23  N14 0.992
14 N 1.01 -0.53 -2.77  H3 1.030, H13 0.992, N18 1.324
15 H -1.32 1.04 -0.90  C16 1.057
16 C -1.50 1.92 -0.35  H7 1.150, C9 1.568, H10 1.080, H15 1.057
17 H -0.59 2.48 2.87  C12 0.987
18 N 0.70 -0.71 -1.50  C1 1.273, N14 1.324
19 H 0.89 -3.88 0.89  C24 1.074
20 H 0.74 -2.75 2.11  C24 1.009
21 H 0.46 -3.89 -1.22  C26 1.068
22 C -0.57 0.43 1.38  S4 1.856, C9 1.435, C30 1.285
23 H 2.04 -3.16 -1.57  C26 1.033
24 C 0.28 -3.08 1.26  N8 1.431, H19 1.074, H20 1.009, H25 1.166
25 H -0.80 -3.43 1.52  C24 1.166
26 C 1.01 -3.07 -1.63  C1 1.507, H21 1.068, H23 1.033, H29 1.080
27 C 0.83 2.22 0.63  H2 1.177, H5 1.021, H6 1.000, C9 1.538
28 H -1.07 3.78 1.90  C12 1.058
29 H 0.56 -3.07 -2.61  C26 1.080
30 C -0.45 -0.81 1.08  S4 1.849, N8 1.360, C22 1.285

## Properties
* frontier orbital gap: 7.44 eV
* LUMO energy: 0.69 eV
* total charge: 0
* SMILES string: C/C(=N\N)N(C)C1=C(C(C)(C)C)S1

These are the natural (NBO) partial charges, in e, on atoms 1 to 6: C 0.38; H 0.19; H 0.39; S -0.03; H 0.22; H 0.20

***

Asked for energy relative to the best compared isomer or geometry (same formula, charge and spin) across the records above, the calculation gives 499.4 147.3 109.6 557.7 61.0 kJ/mol in order.